No. 1
Density functional theory data (ωB97M-V/def2-TZVPD) for a structure of composition C24H21INO7S4Ti at a distorted geometry.

Geometry as XYZ:
```
59
Properties=species:S:1:pos:R:3:forces:R:3
Ti -0.2183 0.6907 -0.0557 0.10 -0.63 0.77
S 2.8991 0.1970 3.3686 0.06 0.07 -0.06
C 1.8440 0.4243 2.1116 -0.18 -0.20 0.14
S 0.6194 1.6709 2.1054 0.01 0.11 -0.13
S 1.7864 -0.5916 0.7008 0.01 0.09 -0.06
N -1.5889 -0.4894 1.4253 0.12 0.05 -0.12
C -2.8018 -1.0933 0.9675 0.00 0.02 0.02
C -2.8146 -2.4240 0.5862 0.00 -0.04 0.00
C -3.9777 -2.9921 0.0876 0.00 -0.01 -0.05
C -5.1295 -2.2345 -0.0457 -0.01 0.02 0.01
C -5.1180 -0.9028 0.3536 0.01 -0.04 -0.05
C -3.9594 -0.3306 0.8564 0.01 0.01 -0.02
S -6.6066 -2.9313 -0.7900 -0.03 0.03 0.07
O -6.7560 -2.1968 -2.0446 -0.09 0.05 0.03
O -6.2978 -4.3442 -0.9788 -0.03 0.01 0.02
O -7.6690 -2.6651 0.1694 0.00 -0.01 0.00
H -1.7376 0.1751 2.1737 -0.02 0.02 0.06
H -0.9206 -1.1797 1.7523 0.02 -0.03 0.05
H -1.9035 -3.0093 0.6499 0.00 0.00 0.00
H -3.9973 -4.0257 -0.2276 0.00 -0.03 -0.02
H -6.0225 -0.3161 0.2526 0.00 0.01 0.00
H -3.9374 0.7168 1.1385 0.00 0.00 0.00
C -4.3105 -5.6156 -3.2369 -0.02 -0.02 -0.06
C -3.4295 -4.3981 -3.1431 0.04 -0.05 0.01
C -2.0630 -4.5137 -2.8988 -0.03 0.01 0.03
C -1.2576 -3.3935 -2.7324 0.01 0.01 0.01
C 0.2074 -3.5243 -2.4068 0.00 0.01 0.01
C -1.8422 -2.1328 -2.8333 -0.03 0.06 0.02
C -3.2043 -1.9880 -3.0869 0.00 -0.02 0.00
C -3.8453 -0.6251 -3.1080 0.00 0.00 -0.01
C -3.9824 -3.1301 -3.2452 -0.03 0.02 -0.03
C -1.0268 -0.8964 -2.5619 -0.03 0.00 -0.02
O -0.5779 -0.1931 -3.4477 -0.04 -0.02 0.05
O -0.8897 -0.6547 -1.2796 0.16 0.24 -0.06
H -4.0165 -6.3652 -2.4988 0.00 0.00 -0.01
H -4.2440 -6.0799 -4.2257 0.01 0.00 -0.02
H -5.3483 -5.3471 -3.0393 0.05 -0.01 0.03
H -1.6198 -5.5008 -2.7948 0.00 0.00 0.00
H 0.4998 -4.5726 -2.3394 0.00 -0.01 -0.01
H 0.4420 -3.0406 -1.4551 0.00 -0.01 -0.01
H 0.8244 -3.0425 -3.1689 0.01 0.00 0.00
H -3.5511 -0.0539 -2.2229 0.00 0.01 0.00
H -4.9313 -0.7197 -3.1023 0.03 -0.01 0.01
H -3.5277 -0.0556 -3.9853 0.00 0.01 -0.01
H -5.0558 -3.0187 -3.3582 0.07 -0.01 -0.01
I -3.2043 4.7772 -6.8312 0.00 0.00 0.00
C -2.4078 4.0364 -5.0417 -0.01 0.00 0.01
C -3.2367 3.8981 -3.9389 0.03 0.00 0.00
C -2.6990 3.4108 -2.7569 -0.03 0.01 0.01
C -1.3550 3.0729 -2.6883 0.03 0.13 0.05
C -0.5436 3.1997 -3.8066 0.03 -0.02 -0.02
C -1.0663 3.6877 -4.9933 -0.01 0.00 0.01
C -0.7914 2.5105 -1.4282 -0.05 0.11 -0.19
O -1.5533 2.2739 -0.4408 -0.12 0.00 -0.21
O 0.4257 2.1668 -1.3734 -0.02 0.07 -0.24
H -4.2852 4.1537 -4.0010 0.00 0.00 0.00
H -3.3193 3.2732 -1.8812 0.00 0.00 0.00
H 0.4885 2.8851 -3.7382 0.00 0.00 0.00
H -0.4424 3.7800 -5.8712 0.00 0.00 0.00
```
Positions in Å, forces in eV/Å.

Results
Multiplicity: 2
HOMO-LUMO gap (spin up / spin down): 5.9 / 6.0 eV
Molecular weight: 738.47 u
Total charge: -2
Relative energy (zero: lowest compared OMol25 entry of this formula, charge and spin): 0.000 eV
HOMO level (spin up / spin down): -2.85 / -2.93 eV
LUMO (spin up / spin down): 3.09 / 3.09 eV
DFT total energy: -4248.870857 hartree

***

No. 2
Density functional theory data (ωB97M-V/def2-TZVPD) for a structure of composition C24H21IrN2O3S2.

Geometry as XYZ:
```
53
Properties=species:S:1:pos:R:3:forces:R:3
Ir -1.1068 -1.0164 -0.9893 0.02 -0.14 -0.13
C 2.3204 -2.9982 0.8241 0.01 0.01 -0.01
C 1.3493 -2.5310 -0.2158 -0.19 -0.16 0.02
N 0.2061 -2.0122 0.1822 0.20 0.09 -0.04
N -0.0129 -2.0675 1.5496 0.03 0.11 0.01
C -1.1270 -1.5946 1.9539 -0.01 -0.06 -0.09
S -2.3391 -0.9515 0.8468 0.11 -0.06 0.03
S -1.5491 -1.6930 3.6582 0.00 0.01 0.00
C -1.5718 0.1022 4.0297 -0.01 0.03 0.02
C -0.2008 0.7085 3.9879 0.00 0.00 -0.01
C 0.5884 0.7420 5.1325 0.02 -0.02 0.00
C 1.8738 1.2595 5.0882 -0.01 0.00 0.00
C 2.3867 1.7467 3.8942 0.00 0.00 -0.01
C 1.6050 1.7194 2.7481 0.01 0.01 0.01
C 0.3172 1.2060 2.7955 -0.01 0.02 0.00
C 1.6294 -2.7203 -1.6315 -0.04 0.08 0.10
C 2.9101 -3.1626 -2.0308 0.06 -0.02 -0.05
C 3.2165 -3.4386 -3.3394 -0.04 0.01 0.02
C 2.2346 -3.2934 -4.3215 0.00 0.01 0.02
C 0.9727 -2.8720 -3.9765 0.01 -0.04 -0.05
C 0.6537 -2.5773 -2.6487 -0.01 -0.21 0.05
O -0.6073 -2.1664 -2.4557 0.03 0.25 -0.01
H 2.2270 -2.4063 1.7270 0.00 0.00 0.01
H 3.3402 -2.9524 0.4637 0.00 -0.01 0.02
H 2.0983 -4.0350 1.0871 -0.01 -0.01 -0.02
H -1.9996 0.1459 5.0309 0.00 0.01 0.00
H -2.2661 0.5975 3.3519 0.00 -0.02 -0.02
H 0.1942 0.3573 6.0658 0.00 0.00 0.00
H 2.4749 1.2847 5.9873 0.00 0.00 0.00
H 3.3887 2.1528 3.8588 0.00 0.00 0.00
H 2.0042 2.1067 1.8187 0.01 -0.02 0.04
H -0.2950 1.1930 1.8992 0.00 0.00 0.02
H 3.6861 -3.2967 -1.2958 0.00 0.01 -0.01
H 4.2102 -3.7717 -3.6022 0.00 0.01 0.00
H 2.4635 -3.5105 -5.3564 0.00 0.00 0.00
H 0.1922 -2.7533 -4.7153 0.00 0.00 0.01
C 0.2022 2.9567 -0.5482 0.01 0.00 -0.04
C -0.7122 1.8583 -0.9999 0.06 -0.03 -0.02
O -0.2314 0.6955 -0.7089 -0.23 0.11 0.11
C -1.9199 2.1113 -1.6712 -0.02 0.03 0.01
C -2.3311 3.4742 -1.8426 0.03 -0.01 0.02
C -3.4449 3.8006 -2.5411 -0.03 -0.04 -0.02
C -4.2189 2.7694 -3.1320 0.03 0.03 0.02
C -3.8687 1.4606 -3.0047 -0.01 -0.04 -0.02
C -2.7215 1.0800 -2.2630 0.00 -0.02 0.02
O -2.4699 -0.1855 -2.1948 0.04 0.06 0.01
H 1.0839 2.5189 -0.0897 -0.03 0.02 -0.04
H -0.3005 3.5938 0.1804 0.00 -0.01 0.02
H 0.5023 3.5778 -1.3918 -0.02 0.01 0.00
H -1.7371 4.2595 -1.3983 -0.01 0.00 0.00
H -3.7413 4.8333 -2.6534 0.00 0.00 0.00
H -5.1070 3.0283 -3.6939 0.00 0.00 0.00
H -4.4519 0.6660 -3.4491 0.00 0.01 0.00
```
Positions in Å, forces in eV/Å.

Results
Multiplicity: 2
HOMO-LUMO gap (spin up / spin down): 6.8 / 6.0 eV
Molecular weight: 641.79 u
Total charge: +1
Relative energy (zero: lowest compared OMol25 entry of this formula, charge and spin): 0.000 eV
HOMO level (spin up / spin down): -11.37 / -11.45 eV
LUMO (spin up / spin down): -4.60 / -5.49 eV
DFT total energy: -2162.853066 hartree

***

No. 3
Density functional theory data (ωB97M-V/def2-TZVPD) for a structure of composition C24H21IrN3O2S2.

Geometry as XYZ:
```
53
Properties=species:S:1:pos:R:3:forces:R:3
Ir 0.4810 -0.3508 1.0748 0.80 0.06 0.44
O -5.6666 1.8579 5.7064 0.05 0.05 0.22
C -5.1238 2.0092 4.4977 -0.30 -0.38 -0.38
O -5.6339 2.7103 3.6740 0.14 0.15 0.15
C -3.9017 1.1860 4.1473 0.14 0.11 -0.01
C -3.2283 0.3423 5.0247 -0.03 0.04 -0.02
C -2.1132 -0.3664 4.6121 0.01 0.09 -0.14
C -1.6672 -0.2310 3.2989 -0.28 0.23 0.10
C -2.3231 0.6276 2.4198 -0.05 -0.07 0.14
C -3.4369 1.3243 2.8419 -0.01 0.00 0.08
N -0.5378 -0.9321 2.8033 0.36 -0.41 0.01
C -0.0781 -1.9880 3.3759 -0.24 0.13 0.06
C 1.0714 -2.6123 2.7666 0.22 -0.08 -0.17
C 1.7437 -3.7146 3.2712 -0.13 0.15 -0.03
C 2.8442 -4.2019 2.5861 0.06 0.05 -0.13
C 3.2429 -3.5704 1.4156 0.02 -0.07 0.09
C 2.5360 -2.4764 0.9553 -0.08 0.08 -0.02
N 1.4711 -2.0102 1.6177 -0.25 0.06 0.03
H -5.1949 1.2246 6.2601 -0.03 0.07 -0.03
H -3.5387 0.2272 6.0555 0.01 0.00 0.00
H -1.5941 -0.9791 5.3338 0.06 -0.04 0.01
H -1.9835 0.7398 1.3969 0.01 -0.04 -0.02
H -3.9695 1.9902 2.1777 -0.01 0.01 0.00
H -0.5244 -2.4257 4.2595 -0.07 0.03 0.03
H 1.4054 -4.1725 4.1899 -0.02 0.00 0.02
H 3.3836 -5.0612 2.9594 0.01 0.00 0.00
H 4.0963 -3.9164 0.8506 0.00 -0.02 0.00
H 2.8064 -1.9560 0.0481 0.01 0.00 0.00
C -0.1399 -1.0267 -3.3089 0.01 0.06 -0.06
C 0.2302 -0.5348 -1.9544 -0.06 0.01 0.11
S -0.3859 -1.4546 -0.6828 -0.03 -0.03 -0.36
C 1.6436 1.4741 -2.5688 0.01 -0.04 -0.08
C 2.6812 2.4419 -2.1202 0.14 -0.13 0.01
S 1.5642 1.8300 0.8743 -0.25 0.00 0.07
H -0.6671 -1.9754 -3.2387 0.01 -0.02 -0.01
H 0.7510 -1.1422 -3.9302 0.01 0.00 0.01
H -0.7713 -0.2976 -3.8159 -0.05 -0.07 0.00
H 3.1721 2.9010 -2.9738 -0.01 0.01 0.00
H 3.4220 1.9756 -1.4682 0.00 0.01 0.03
H 2.2044 3.2390 -1.5385 -0.02 0.04 -0.07
N 1.3501 0.7019 -0.3001 -0.12 -0.24 -0.03
C 1.0647 0.6022 -1.6642 0.02 0.14 -0.10
C 1.2558 1.5262 -3.9855 -0.09 0.01 0.12
C 2.1733 1.1605 -4.9713 0.01 0.16 -0.02
C 1.8023 1.2227 -6.3043 -0.03 -0.01 -0.03
C 0.5418 1.6878 -6.6579 0.00 0.01 0.05
C -0.3550 2.0929 -5.6765 0.01 -0.01 -0.01
C -0.0080 2.0015 -4.3387 0.02 -0.08 -0.05
H 3.1662 0.8238 -4.7008 0.01 -0.02 0.02
H 2.5049 0.9231 -7.0691 0.00 -0.01 -0.02
H 0.2636 1.7503 -7.7007 0.00 0.00 -0.01
H -1.3249 2.4828 -5.9524 -0.01 0.01 -0.02
H -0.7055 2.3198 -3.5735 0.00 0.00 0.03
```
Positions in Å, forces in eV/Å.

Results
Multiplicity: 2
HOMO-LUMO gap (spin up / spin down): 6.4 / 6.8 eV
Molecular weight: 639.80 u
Total charge: +2
Relative energy (zero: lowest compared OMol25 entry of this formula, charge and spin): 0.381 eV
HOMO level (spin up / spin down): -14.22 / -14.70 eV
LUMO (spin up / spin down): -7.85 / -7.92 eV
DFT total energy: -2142.046249 hartree

***

No. 4
Density functional theory data (ωB97M-V/def2-TZVPD) for a structure of composition C24H21LiN4O4 at a distorted geometry.

Geometry as XYZ:
```
54
Properties=species:S:1:pos:R:3:forces:R:3
Li 0.6294 2.1790 0.3512 0.07 -0.12 -0.25
C -0.8316 4.9062 0.8163 -1.16 -0.44 -0.22
O -0.8864 3.4566 0.8142 0.49 0.69 0.16
C -2.0322 2.9216 0.2754 -0.84 -1.21 -0.73
C -3.3105 3.2365 0.7401 -0.21 -0.43 -0.47
C -4.4364 2.6148 0.1704 0.99 -0.17 -0.54
C -4.2659 1.6854 -0.8717 -0.08 0.27 0.46
C -3.0072 1.3121 -1.3010 0.42 0.66 0.77
C -1.8639 1.9095 -0.7188 -1.67 0.08 0.25
N -0.5801 1.5110 -0.9897 1.04 -0.18 -0.42
N -0.4318 0.7011 -1.9757 0.09 0.38 -0.05
C 0.8161 0.3183 -2.3210 1.04 0.89 1.22
C 2.0395 0.8372 -1.6358 -1.93 0.05 -0.28
O 2.0137 1.7599 -0.7735 0.41 -0.33 -0.03
C 3.2724 0.2296 -1.9950 0.94 -1.00 -1.25
C 3.3665 -0.7196 -2.9869 0.02 0.63 1.30
C 2.2330 -1.1939 -3.6900 -1.32 0.51 -0.28
C 2.3468 -2.1556 -4.6959 -0.96 -0.40 -0.57
C 1.2245 -2.5785 -5.4132 0.45 0.46 0.74
C -0.0289 -2.0637 -5.0762 -0.20 0.42 0.51
C -0.1657 -1.0981 -4.0845 -0.49 -0.47 -0.84
C 0.9405 -0.6306 -3.3965 1.15 -0.42 0.46
H -1.5058 5.2876 1.6132 0.48 -0.05 -0.54
H -1.1638 5.2719 -0.1830 0.30 -0.10 0.74
H 0.1926 5.1813 1.0178 0.20 0.10 0.04
H -3.4352 3.9282 1.5617 0.02 0.10 -0.02
H -5.4311 2.8363 0.5113 -0.15 0.17 0.18
H -5.1282 1.2129 -1.3234 -0.09 0.04 0.07
H -2.8570 0.5323 -2.0300 -0.02 0.03 -0.11
H 4.1466 0.5723 -1.4582 0.07 -0.01 -0.02
H 4.3056 -1.1965 -3.2379 0.21 0.19 0.12
H 3.2995 -2.6180 -4.8985 0.27 0.10 -0.08
H 1.3175 -3.2886 -6.2117 0.07 -0.32 -0.14
H -0.9371 -2.4354 -5.5345 0.13 0.02 -0.27
H -1.1393 -0.6704 -3.8563 0.19 -0.23 -0.01
O 0.5096 -3.5412 5.3268 0.21 0.33 0.39
C -0.6630 -3.2281 4.5838 0.04 0.49 0.01
N -0.4801 -3.6455 3.2230 -0.25 0.19 0.60
C 0.1896 -3.0234 2.2074 -0.09 -1.88 -2.88
O 0.2681 -3.6165 1.0953 -0.09 1.88 2.72
C 0.7647 -1.6541 2.4274 0.64 0.38 0.28
C 1.7987 -1.4285 3.3623 -1.01 0.72 -0.19
C 2.2458 -0.1224 3.5367 -0.97 0.08 -1.07
C 1.6632 0.8930 2.7591 0.06 -0.53 0.03
N 0.7374 0.7007 1.8077 0.32 -1.39 0.60
C 0.3247 -0.5846 1.6392 0.20 0.41 0.20
H 0.4747 -3.0907 6.1881 -0.06 -0.23 -0.42
H -0.8809 -2.1357 4.6253 0.13 -0.65 0.00
H -1.4914 -3.8032 5.0212 -0.03 0.30 -0.37
H -0.8866 -4.5359 2.9825 0.27 -0.03 -0.25
H 2.1300 -2.2237 4.0034 0.24 -0.28 0.00
H 2.9995 0.1491 4.2396 0.41 -0.02 0.40
H 1.9821 1.9148 2.9135 0.03 0.12 -0.03
H -0.3921 -0.7768 0.8449 0.03 0.17 0.07
```
Positions in Å, forces in eV/Å.

Results
HOMO-LUMO gap: 6.5 eV
Molecular weight: 436.40 u
Relative energy (zero: lowest compared OMol25 entry of this formula, charge and spin): 0.000 eV
HOMO level: -6.59 eV
LUMO: -0.08 eV
DFT total energy: -1454.718638 hartree